78
Properties=species:S:1:pos:R:3:forces:R:3:mulliken_spin:R:1 method="wB97M-V/def2-TZVPD" gap_ev="6.80 / 5.57" e_tot_ha=-1801.31632 e_lumo_ev="2.282 / 0.810" spin_multiplicity=3 homo_ev="-4.5 / -4.8" s_squared=2.04 total_charge=-1
Pd 2.1715 -1.6246 0.2232 -0.608 -0.248 -0.134 0.028
C -2.0119 3.9129 -0.8612 0.248 0.007 -0.005 -0.003
C -0.5377 4.3136 -0.9347 -0.170 0.095 -0.041 0.008
C -0.2751 4.8749 -2.3383 -0.005 -0.083 0.118 0.004
C -0.3012 5.4230 0.1007 -0.019 -0.121 -0.071 0.001
C 0.4064 3.1512 -0.6427 -0.533 -0.370 0.059 0.003
C -0.0287 1.8678 -0.3700 -0.210 0.360 -0.111 0.052
C 0.8925 0.8524 -0.0654 0.598 -0.096 0.156 0.046
N 0.6351 -0.4626 0.2067 0.236 0.350 -0.093 0.350
C -0.5548 -1.1294 0.3987 -0.430 -0.828 -0.165 0.004
C -1.7945 -0.5902 0.7630 -0.053 -0.098 0.009 0.062
C -2.9225 -1.3948 0.8487 0.034 0.183 -0.011 -0.039
C -2.7992 -2.7531 0.5461 0.178 0.035 -0.040 0.044
C -1.6015 -3.3500 0.2084 0.185 -0.113 0.008 0.021
C -0.4322 -2.5497 0.1966 -0.345 0.659 0.063 0.077
O 0.7426 -3.0589 -0.0130 0.736 0.298 0.226 0.033
C -1.4761 -4.8376 -0.1046 -0.001 -0.125 -0.040 -0.008
C -0.7949 -5.0002 -1.4714 0.036 0.033 0.096 0.003
C -0.6108 -5.5006 0.9752 0.012 0.093 -0.068 -0.003
C -2.8334 -5.5477 -0.1553 0.225 0.205 0.031 0.000
C -4.2661 -0.7981 1.2561 -0.169 0.148 0.071 0.004
C -4.5942 0.3880 0.3398 -0.017 -0.119 0.105 -0.006
C -5.4309 -1.7899 1.1466 0.220 0.129 -0.005 0.009
C -4.2069 -0.3238 2.7141 -0.026 -0.030 -0.166 0.001
C 2.3054 1.1439 -0.0521 -0.426 -0.234 0.139 0.079
O 3.1370 0.1942 0.2339 -0.176 -0.318 -0.103 0.114
C 2.7423 2.4623 -0.3581 0.006 0.215 -0.111 0.012
C 1.7838 3.4115 -0.6439 0.459 -0.300 0.142 0.066
C 4.2383 2.7434 -0.4203 0.145 0.049 -0.001 -0.006
C 4.8747 2.3990 0.9328 -0.074 -0.065 -0.083 0.006
C 4.8512 1.8519 -1.5097 -0.083 -0.030 0.097 -0.001
C 4.5545 4.2069 -0.7511 -0.177 -0.333 0.071 -0.002
H -2.6357 4.7864 -1.0458 -0.058 0.064 -0.022 0.000
H -2.2590 3.5241 0.1234 -0.093 -0.104 0.125 0.001
H -2.2497 3.1636 -1.6121 -0.092 -0.143 -0.055 0.000
H -0.9543 5.6999 -2.5483 -0.081 0.115 -0.021 0.001
H -0.4307 4.1028 -3.0876 -0.005 -0.093 -0.126 0.000
H 0.7419 5.2437 -2.4364 0.145 0.038 -0.039 0.000
H -1.0075 6.2379 -0.0485 -0.091 0.119 -0.038 0.002
H 0.7031 5.8301 0.0253 0.134 0.055 0.021 -0.001
H -0.4328 5.0323 1.1069 -0.018 -0.025 0.145 0.002
H -1.0742 1.6171 -0.4388 -0.077 0.027 0.028 -0.001
H -1.8479 0.4502 1.0340 -0.053 0.200 0.007 0.001
H -3.6779 -3.3698 0.6019 -0.117 -0.115 -0.044 0.014
H 0.2194 -4.6159 -1.4168 0.018 -0.049 -0.139 0.003
H -1.3386 -4.4427 -2.2333 -0.076 0.001 -0.117 -0.001
H -0.7614 -6.0500 -1.7607 -0.021 -0.124 -0.013 0.000
H 0.3816 -5.0583 0.9676 0.079 -0.071 0.081 0.004
H -0.5236 -6.5709 0.7909 0.005 -0.124 -0.029 0.001
H -1.0535 -5.3505 1.9592 -0.057 -0.034 0.112 0.000
H -3.4850 -5.0920 -0.8986 -0.138 0.036 -0.077 0.000
H -3.3298 -5.5260 0.8127 -0.121 0.003 0.115 0.000
H -2.6855 -6.5913 -0.4303 0.046 -0.065 -0.013 0.000
H -4.5922 0.0649 -0.6993 0.009 0.017 -0.127 0.002
H -3.8688 1.1877 0.4528 0.118 0.149 -0.035 0.001
H -5.5797 0.7888 0.5740 -0.108 0.085 0.043 0.000
H -5.5314 -2.1697 0.1326 -0.025 -0.109 -0.112 -0.002
H -6.3577 -1.2799 1.4070 -0.069 0.044 0.030 0.000
H -5.3095 -2.6258 1.8316 0.004 -0.142 0.035 -0.001
H -3.4401 0.4334 2.8496 0.126 0.109 0.050 0.000
H -3.9806 -1.1612 3.3711 0.046 -0.064 0.092 0.001
H -5.1668 0.0984 3.0118 -0.086 0.080 0.059 0.000
H 2.1005 4.4086 -0.9010 0.126 0.135 0.007 0.019
H 4.7382 1.3417 1.1390 0.089 -0.003 0.118 0.002
H 4.4099 2.9781 1.7293 -0.018 0.097 0.115 -0.002
H 5.9399 2.6207 0.9146 0.155 0.053 -0.007 0.000
H 4.6985 0.8068 -1.2551 0.075 -0.068 -0.073 0.005
H 5.9197 2.0377 -1.5967 0.161 0.046 -0.004 0.000
H 4.3823 2.0542 -2.4717 -0.018 0.036 -0.133 0.000
H 4.1399 4.8753 0.0008 -0.061 0.156 0.062 0.000
H 4.1664 4.4807 -1.7302 -0.059 0.110 -0.116 0.000
H 5.6336 4.3456 -0.7675 0.108 -0.012 0.002 0.000
O 6.6622 -3.0869 0.2656 0.558 -0.105 -0.062 0.173
C 5.5341 -2.7142 0.3609 0.469 0.033 0.004 0.184
O 4.8170 -1.7618 0.4793 -0.090 0.801 0.064 0.127
C 4.3421 -4.2243 0.3416 0.448 -0.301 0.007 0.197
O 4.9525 -5.2474 0.3094 0.010 -0.406 -0.010 0.184
O 3.2320 -3.7560 0.3889 -1.090 0.202 -0.053 0.126